[1]
Density functional theory data (ωB97M-V/def2-TZVPD) for a single C3H8N2S molecule in a non-equilibrium geometry.

energy relative to the best compared isomer or geometry (same formula, charge and spin) = 13.6 kcal/mol
frontier orbital gap = 9.0008 eV
SMILES string = NCCC(N)=S
energy = -17056.1393 eV
multiplicity = 1

Element x y z (Å)
C: -1.0829 -1.3811 -0.6103
C: -1.2149 -0.1053 0.1807
C: 0.1821 0.6200 0.2823
H: 0.6634 -2.5761 -0.3133
H: -0.7440 -3.2142 0.1804
H: -2.0084 -1.8268 -0.8003
H: -0.5753 -1.1524 -1.5630
H: -1.9117 0.6299 -0.2143
H: -1.5607 -0.3999 1.1983
H: 0.7496 -0.9676 1.4410
H: 1.8353 0.4444 1.3494
N: -0.2250 -2.3489 0.1515
N: 0.9468 -0.0242 1.1505
S: 0.6996 1.9296 -0.5943

=====

[2]
Density functional theory data (ωB97M-V/def2-TZVPD) for a single C3H8N2S2 molecule in a non-equilibrium geometry.

energy relative to the best compared isomer or geometry (same formula, charge and spin) = 63.8 kcal/mol
frontier orbital gap = 8.4265 eV
SMILES string = CCN(N)C(=S)S
energy = -27888.9304 eV
multiplicity = 1

Element x y z (Å)
C: -0.8703 -0.9136 1.1447
C: 1.4731 1.3322 -0.5582
C: 1.1400 -0.1202 -0.1783
N: -1.2072 0.0653 -1.1395
N: -0.3019 -0.2135 -0.0975
S: -0.0513 -1.3773 2.4276
S: -2.6353 -0.8299 1.0687
H: 1.0685 1.9802 0.3094
H: 2.5611 1.4189 -0.5647
H: 0.9043 1.6675 -1.4227
H: 1.6603 -0.8909 -0.8747
H: 1.4605 -0.3273 0.8188
H: -1.9185 -0.6361 -1.2938
H: -0.4421 0.2928 -1.8708
H: -2.8414 -1.4481 2.2311

=====

[3]
Density functional theory data (ωB97M-V/def2-TZVPD) for a molecular structure, C3H8N2S2 in a non-equilibrium geometry.

energy relative to the best compared isomer or geometry (same formula, charge and spin) = 96.6 kcal/mol
frontier orbital gap = 8.5627 eV
energy = -27887.5095 eV
multiplicity = 1

Element x y z (Å)
C: 2.0370 -0.4365 -0.1797
C: -0.3687 -0.2301 -0.0692
C: -1.4136 1.4629 -0.5618
N: 1.5515 -0.6532 1.0994
N: 0.3730 0.0339 1.1039
S: 0.5753 -0.8710 -1.3519
S: -1.9273 -1.2466 0.3512
H: 2.1131 0.6598 -0.2751
H: 2.8519 -1.0982 -0.4487
H: -0.6427 2.0009 -1.2176
H: -1.4593 1.8250 0.4032
H: -2.3197 1.0103 -1.1852
H: 1.3011 -1.7215 1.1996
H: -0.1534 0.0805 1.9411
H: -2.5182 -0.8162 -0.8092

=====

[4]
Density functional theory data (ωB97M-V/def2-TZVPD) for a single C3H8N2S2 molecule in a non-equilibrium geometry.

energy relative to the best compared isomer or geometry (same formula, charge and spin) = 16.4 kcal/mol
frontier orbital gap = 8.6370 eV
SMILES string = CNC(=S)N(C)S
energy = -27890.9837 eV
multiplicity = 1

Element x y z (Å)
C: 2.0998 -1.4486 -0.1549
C: 0.3534 0.2672 -0.0890
C: -1.5449 1.8318 -0.0965
H: 2.6158 -1.3914 0.7975
H: 2.1546 -2.4944 -0.5245
H: 2.5846 -0.7850 -0.8583
H: -0.0438 -1.7068 0.1129
H: -2.5207 1.8553 -0.6082
H: -0.8397 2.5078 -0.6058
H: -1.7134 2.1080 0.9258
H: -2.1769 -0.9424 1.3240
N: 0.7220 -1.0141 0.0482
N: -1.0169 0.5025 -0.2429
S: 1.4641 1.4899 0.0404
S: -2.1380 -0.7797 -0.0689

=====

[5]
Density functional theory data (ωB97M-V/def2-TZVPD) for a single C3H8N2S2 molecule in a non-equilibrium geometry.

energy relative to the best compared isomer or geometry (same formula, charge and spin) = 32.9 kcal/mol
frontier orbital gap = 9.2243 eV
SMILES string = C/N=C(\NS)SC
energy = -27890.2699 eV
multiplicity = 1

Element x y z (Å)
C: 0.0796 2.0513 -1.7602
C: -0.4052 -0.2328 -0.3486
C: 0.9696 -0.2334 1.5987
H: 0.1106 2.4933 -2.7549
H: -0.1866 2.8920 -1.1018
H: 1.1111 1.7809 -1.4543
H: -1.9712 -1.4705 -0.6627
H: -1.0383 -2.8304 1.7142
H: 0.1159 -0.3770 2.2608
H: 1.5014 -1.1749 1.6043
H: 1.6169 0.5309 2.0803
N: -1.1564 -1.3547 -0.0694
N: 0.6326 0.2521 0.3019
S: -0.8378 0.5318 -1.8662
S: -0.5423 -2.8585 0.4579

=====

[6]
Density functional theory data (ωB97M-V/def2-TZVPD) for a gas-phase ion, C3H8N3 (charge +1) in a non-equilibrium geometry.

energy relative to the best compared isomer or geometry (same formula, charge and spin) = 89.2 kcal/mol
frontier orbital gap = 9.8086 eV
SMILES string = C[C@@]1([NH3+])CN=N1
total charge = +1
energy = -7701.4116 eV
multiplicity = 1

Element x y z (Å)
C: 1.1916 -0.8422 0.4365
C: 0.0392 0.1632 0.1298
C: 0.0343 0.7644 -1.2571
N: 1.5507 0.4772 1.5007
N: 0.5285 1.0657 1.1750
N: -1.3514 -0.3380 0.4666
H: 0.9653 -1.7214 1.0258
H: 1.9482 -0.9955 -0.3189
H: -0.0522 -0.0242 -2.0017
H: 0.9641 1.3004 -1.4385
H: -0.7780 1.4796 -1.3767
H: -1.3128 -1.2322 0.9742
H: -1.9143 -0.4567 -0.3881
H: -1.8131 0.3596 1.0722

=====

[7]
Density functional theory data (ωB97M-V/def2-TZVPD) for a gas-phase ion, C3H8N3 (charge +1) in a non-equilibrium geometry.

energy relative to the best compared isomer or geometry (same formula, charge and spin) = 72.3 kcal/mol
frontier orbital gap = 11.1060 eV
SMILES string = C[N@H+]1CNC=N1
total charge = +1
energy = -7702.1448 eV
multiplicity = 1

Element x y z (Å)
C: -0.2390 -0.0424 -1.7387
C: 0.0762 -1.1324 0.2911
C: -0.1677 1.3238 1.2527
N: 0.4419 0.7934 -1.0434
N: -0.3354 -1.2816 -1.1120
N: 0.6814 0.2333 0.2655
H: -0.3665 0.2085 -2.7691
H: -0.6788 -1.2067 1.0341
H: 0.8300 -1.8971 0.5101
H: -1.1475 0.9342 1.4078
H: 0.3306 1.5622 2.2014
H: -0.0398 2.1504 0.4316
H: -1.0205 -1.9870 -1.3157
H: 1.6353 0.3414 0.5845

=====

[8]
Density functional theory data (ωB97M-V/def2-TZVPD) for a gas-phase ion, C3H8N3 (charge +1) in a non-equilibrium geometry.

energy relative to the best compared isomer or geometry (same formula, charge and spin) = 155.8 kcal/mol
frontier orbital gap = 11.5664 eV
SMILES string = NN1C[N+]12CC2
total charge = +1
energy = -7698.5236 eV
multiplicity = 1

Element x y z (Å)
C: 0.8825 0.6913 -0.9552
C: 0.9096 1.5105 0.3425
C: -1.4165 0.1714 0.3854
N: -0.4204 -0.7087 0.8803
N: -0.0806 -2.1022 0.0007
N: -0.0372 0.4448 0.1797
H: 0.7537 1.2213 -1.9487
H: 1.5860 -0.0895 -1.1716
H: 1.7852 1.2449 1.0720
H: 0.3987 2.4568 0.1526
H: -1.9525 -0.2761 -0.4803
H: -2.0132 0.6872 1.0357
H: -0.9681 -2.6091 -0.1557
H: 0.5728 -2.6426 0.6626

=====

no.,HOMO energy (eV)
1,-8.17
2,-7.98
3,-7.85
4,-8.20
5,-8.59
6,-13.93
7,-14.31
8,-14.79